Entry from OMol25: C3H6N2 as an isolated structure at a distorted geometry (wB97M-V/def2-TZVPD).

Each line ends with the Löwdin charge.
Geometry (Å):
C: -0.494952 -1.460579 0.096490  -0.0442
C: -0.140183 -0.142050 -0.466641  -0.2388
N: -0.731052 0.970155 -0.275115  0.1013
C: 2.108892 1.228225 0.709268  -0.2211
N: 1.451484 2.020814 0.127587  -0.1394
H: 0.323456 -1.713943 0.786255  0.0997
H: -1.436433 -1.440742 0.648466  0.0829
H: -0.512225 -2.226406 -0.681288  0.0870
H: 0.809065 -0.059311 -0.999214  0.1064
H: 0.196225 1.849271 -0.239627  0.0502
H: -1.574278 0.974566 0.293818  0.1159

Forces on the atoms, in the same order (eV/Å):
-0.1 0.0 0.0
-0.2 0.1 0.0
0.1 -0.3 0.0
-0.4 1.2 -0.6
0.3 -0.7 0.6
-0.1 0.0 -0.1
0.1 -0.1 -0.1
0.0 0.0 0.1
-0.2 -0.1 0.1
0.5 -0.2 0.3
0.1 0.0 -0.1

max |F| = 1.5 eV/A
energy relative to the best compared isomer or geometry (same formula, charge and spin) = 2.491 eV
frontier orbital gap = 10.084 eV
multiplicity = 1
total energy = -227.33329 a.u.